# 1
DFT (ωB97M-V with the def2-TZVPD basis set) results for C17H20N2O2S in the gas phase.

The geometry in ORCA input format:
```
! wB97M-V def2-TZVPD RIJCOSX def2/J DEFGRID3
* xyz 0 1
C -6.73 -0.53 -0.87
C -5.53 -0.99 -0.55
C -4.79 -0.60 0.69
N -3.41 -0.24 0.43
C -3.16 1.15 0.11
C -4.12 1.64 -0.93
C -4.88 2.71 -0.77
C -2.46 -1.19 0.46
S -2.79 -2.81 0.45
N -1.12 -0.81 0.46
C -0.55 0.10 1.34
O -1.22 0.80 2.08
C 0.91 0.16 1.32
C 1.70 -0.29 0.33
C 3.15 -0.21 0.27
C 3.93 0.36 1.29
C 5.30 0.40 1.18
C 5.95 -0.12 0.06
O 7.30 -0.03 0.07
C 8.02 -0.55 -1.03
C 5.19 -0.69 -0.95
C 3.81 -0.73 -0.84
H -7.25 -0.85 -1.76
H -7.24 0.19 -0.25
H -5.03 -1.71 -1.18
H -5.27 0.24 1.19
H -4.78 -1.47 1.37
H -2.14 1.23 -0.29
H -3.22 1.76 1.02
H -4.13 1.08 -1.85
H -5.55 3.05 -1.55
H -4.88 3.28 0.14
H -0.52 -1.57 0.18
H 1.33 0.67 2.17
H 1.25 -0.76 -0.54
H 3.46 0.78 2.16
H 5.90 0.84 1.96
H 9.07 -0.36 -0.80
H 7.76 -0.04 -1.96
H 7.86 -1.62 -1.14
H 5.65 -1.11 -1.83
H 3.23 -1.18 -1.64
*
```

The energy relative to the best compared isomer or geometry (same formula, charge and spin) comes out at 2.9974 eV. Its SMILES is C=CCN(CC=C)C(=S)NC(=O)/C=C/c1ccc(OC)cc1. The value obtained for the HOMO-LUMO gap is 8.021 eV. The HOMO energy is -0.3007 Eh.

Atomic partial charges in e from the Löwdin method, atoms 1 to 2:
1. C 0.006
2. C -0.184


# 2
DFT (ωB97M-V with the def2-TZVPD basis set) results for C17H20N2O4S in the gas phase.

The geometry in ORCA input format:
```
! wB97M-V def2-TZVPD RIJCOSX def2/J DEFGRID3
* xyz 0 1
O 0.68 3.36 -2.45
C 1.75 2.97 -2.06
N 1.95 2.16 -0.97
C 1.00 1.65 -0.08
C -0.35 1.96 -0.17
C -1.24 1.41 0.75
C -0.78 0.57 1.74
S -1.93 -0.16 2.90
O -3.14 0.62 2.88
O -1.24 -0.34 4.14
N -2.31 -1.67 2.33
C -3.28 -1.77 1.27
C -2.69 -1.66 -0.13
C -2.16 -2.97 -0.72
C -1.41 -3.87 0.27
C -0.55 -3.13 1.29
C -1.36 -2.73 2.53
C 0.57 0.26 1.84
C 1.46 0.80 0.93
C 3.02 3.32 -2.74
C 4.34 3.01 -2.51
C 5.08 3.66 -3.51
C 4.16 4.32 -4.28
O 2.93 4.12 -3.83
H 2.90 1.89 -0.77
H -0.70 2.62 -0.94
H -2.29 1.65 0.71
H -3.83 -2.72 1.39
H -3.98 -0.95 1.45
H -3.46 -1.27 -0.81
H -1.89 -0.92 -0.11
H -2.99 -3.55 -1.13
H -1.50 -2.72 -1.55
H -2.12 -4.50 0.81
H -0.77 -4.55 -0.31
H 0.25 -3.79 1.63
H -0.09 -2.25 0.84
H -0.70 -2.38 3.33
H -1.90 -3.61 2.90
H 0.90 -0.37 2.64
H 2.51 0.57 1.01
H 4.75 2.40 -1.73
H 6.14 3.65 -3.65
H 4.27 4.94 -5.15
*
```

The energy relative to the best compared isomer or geometry (same formula, charge and spin) comes out at 2.7483 eV. Its SMILES is O=C(Nc1ccc(S(=O)(=O)N2CCCCCC2)cc1)c1ccco1. The value obtained for the HOMO-LUMO gap is 8.904 eV. The HOMO energy is -0.3207 Eh.

Atomic partial charges in e from the Löwdin method, atoms 1 to 2:
1. O 0.107
2. C -0.385


# 3
DFT (ωB97M-V with the def2-TZVPD basis set) results for C17H20N2O4S in the gas phase.

The geometry in ORCA input format:
```
! wB97M-V def2-TZVPD RIJCOSX def2/J DEFGRID3
* xyz 0 1
O -2.34 0.35 3.48
C -3.06 -0.01 2.58
N -2.64 -0.60 1.42
C -1.35 -0.93 1.02
C -1.19 -1.49 -0.25
C 0.07 -1.84 -0.70
C 1.17 -1.61 0.11
S 2.81 -2.02 -0.50
O 2.67 -3.14 -1.38
O 3.69 -2.13 0.63
N 3.32 -0.74 -1.41
C 3.84 0.41 -0.73
C 2.77 1.44 -0.35
C 2.42 2.45 -1.44
C 2.33 1.88 -2.86
C 1.74 0.47 -2.94
C 2.81 -0.62 -2.75
C 1.02 -1.07 1.37
C -0.24 -0.72 1.83
C -4.52 0.15 2.64
C -5.30 0.68 3.63
C -6.63 0.59 3.18
C -6.57 0.01 1.95
O -5.31 -0.26 1.61
H -3.37 -0.84 0.76
H -2.05 -1.67 -0.87
H 0.22 -2.29 -1.67
H 4.32 0.02 0.17
H 4.61 0.88 -1.36
H 1.88 0.90 -0.04
H 3.12 2.00 0.53
H 1.47 2.91 -1.18
H 3.17 3.25 -1.45
H 1.72 2.56 -3.46
H 3.32 1.86 -3.31
H 0.95 0.34 -2.21
H 1.31 0.32 -3.93
H 3.65 -0.40 -3.42
H 2.42 -1.60 -3.01
H 1.90 -0.93 1.98
H -0.37 -0.29 2.81
H -4.95 1.08 4.56
H -7.51 0.91 3.70
H -7.34 -0.25 1.25
*
```

The energy relative to the best compared isomer or geometry (same formula, charge and spin) comes out at 2.5892 eV. Its SMILES is O=C(Nc1ccc(S(=O)(=O)N2CCCCCC2)cc1)c1ccco1. The value obtained for the HOMO-LUMO gap is 8.884 eV. The HOMO energy is -0.3203 Eh.

Atomic partial charges in e from the Löwdin method, atoms 1 to 2:
1. O 0.092
2. C -0.395